Below is an isolated molecule of C11H20N2OS, with properties calculated with the ωB97M-V functional and the def2-TZVPD basis.

ORCA input file:
```
! wB97M-V def2-TZVPD RIJCOSX def2/J DEFGRID3
* xyz 0 1
C -1.963 -3.393 -0.042
C -3.162 -2.455 0.034
C -2.771 -1.021 -0.316
C -3.951 -0.060 -0.203
C -3.634 1.377 -0.627
C -2.560 2.051 0.238
C -1.165 1.962 -0.378
H -0.984 0.952 -0.745
H -1.086 2.644 -1.226
C -0.073 2.298 0.642
N 1.229 2.091 0.076
C 1.763 0.962 0.097
N 2.991 0.707 -0.464
C 3.543 -0.535 -0.381
O 4.617 -0.839 -0.830
C 2.615 -1.478 0.356
H 2.335 -2.314 -0.286
H 3.106 -1.873 1.247
S 1.134 -0.555 0.829
H 3.482 1.463 -0.922
H -0.134 3.348 0.936
H -0.210 1.664 1.530
H -2.552 1.581 1.224
H -2.810 3.104 0.384
H -3.317 1.386 -1.672
H -4.559 1.953 -0.563
H -4.767 -0.431 -0.829
H -4.308 -0.054 0.829
H -2.381 -0.997 -1.337
H -1.973 -0.710 0.360
H -3.940 -2.800 -0.651
H -3.577 -2.479 1.044
H -1.554 -3.407 -1.050
H -2.250 -4.408 0.225
H -1.182 -3.063 0.640
*
```

The calculation puts the lowest unoccupied orbital energy at 0.5523 eV. As for the SMILES: CCCCCCCC/N=C1/NC(=O)CS1. The calculation puts the orbital gap at 0.3612 Ha.

Results of the Löwdin charge analysis, in e, for atoms 1 through 8: number 1, C, carries -0.116; number 2, C, carries -0.271; number 3, C, carries -0.242; number 4, C, carries -0.220; number 5, C, carries -0.211; number 6, C, carries -0.211; number 7, C, carries -0.208; number 8, H, carries 0.082

=====

Below is a cluster of 17 separate species, C3H42NO17 in total in a non-equilibrium geometry, with properties calculated with the ωB97M-V functional and the def2-TZVPD basis.

ORCA input file:
```
! wB97M-V def2-TZVPD RIJCOSX def2/J DEFGRID3
* xyz 1 1
C 1.143 -2.294 -1.491
C -0.294 -2.359 -2.060
C -0.578 -3.775 -2.439
O -1.142 -1.987 -0.894
N 1.125 -1.301 -0.224
H 1.637 -3.263 -0.992
H 1.902 -1.881 -2.137
H -0.550 -1.835 -2.929
H 0.091 -4.134 -3.207
H -1.681 -4.061 -2.858
H -0.453 -4.440 -1.425
H -1.934 -1.597 -1.248
H 1.967 -1.493 0.356
H 0.151 -1.226 0.207
H 1.353 -0.350 -0.690
H -4.073 2.925 -2.343
H -2.676 3.221 -1.941
O -3.611 3.392 -1.637
H 2.017 1.068 4.838
H 0.455 1.277 5.289
O 1.026 0.756 4.701
H 4.026 -3.278 -1.693
H 4.320 -2.280 -0.665
O 3.785 -2.403 -1.443
H -3.278 0.013 -4.789
H -2.444 0.885 -3.723
O -3.285 0.342 -3.890
H -3.730 3.258 0.432
H -4.543 3.075 1.607
O -3.599 3.224 1.426
H 3.112 0.796 1.474
H 3.713 1.990 0.403
O 3.460 1.642 1.332
H -1.030 -0.194 2.106
H 0.089 0.573 2.708
O -0.115 -0.017 1.879
H -2.021 0.630 4.253
H -2.684 1.068 3.058
O -2.551 0.234 3.582
H 2.331 3.850 3.431
H 2.586 2.917 2.244
O 1.869 3.195 2.900
H 0.574 1.658 -1.488
H 0.207 0.580 -2.451
O 0.170 0.768 -1.670
H -4.627 -2.287 -1.554
H -4.145 -1.297 -2.714
O -3.953 -1.758 -1.833
H 2.886 -1.107 2.517
H 3.273 -2.695 2.195
O 3.246 -1.737 1.770
H 2.440 3.532 -1.023
H 3.562 4.026 -0.019
O 3.444 3.516 -0.937
H -2.419 2.073 0.640
H -1.587 1.401 -0.667
O -1.613 1.803 0.255
H -0.157 2.714 0.475
H 1.239 2.309 0.608
O 0.676 2.800 -0.059
H 0.416 -4.965 0.812
H -0.076 -3.470 0.567
O 0.559 -4.028 1.066
*
```

The calculation puts the lowest unoccupied orbital energy at -2.6981 eV. The calculation puts the orbital gap at 0.3874 Ha.

Results of the Löwdin charge analysis, in e, for atoms 1 through 8: number 1, C, carries -0.084; number 2, C, carries -0.382; number 3, C, carries -0.068; number 4, O, carries -0.071; number 5, N, carries 0.129; number 6, H, carries 0.149; number 7, H, carries 0.091; number 8, H, carries 0.119

=====

Below is a structure of composition C38H51IN3SbSi3Tl in a non-equilibrium geometry, with properties calculated with the ωB97M-V functional and the def2-TZVPD basis.

ORCA input file:
```
! wB97M-V def2-TZVPD RIJCOSX def2/J DEFGRID3
* xyz -1 1
Tl 13.490 11.884 10.205
I 16.701 10.776 9.464
C 16.209 8.745 9.479
C 17.178 7.870 9.140
C 16.868 6.510 9.009
C 15.581 6.114 9.207
C 14.529 7.015 9.447
C 13.206 6.560 9.348
C 12.181 7.462 9.474
C 12.463 8.840 9.813
C 13.761 9.325 10.003
C 14.806 8.397 9.659
H 18.232 8.103 9.046
H 17.656 5.700 8.758
H 15.209 5.084 9.198
H 13.080 5.593 8.910
H 11.135 7.193 9.223
H 11.566 9.561 9.855
C 12.458 19.287 7.825
Sb 11.574 18.456 9.677
C 12.908 17.133 10.486
C 13.758 16.310 9.757
C 14.750 15.489 10.388
C 15.533 14.608 9.732
C 15.470 14.485 8.345
C 14.640 15.435 7.713
N 13.831 16.271 8.369
Si 12.976 17.062 12.311
C 14.698 17.533 12.959
C 12.557 15.311 13.096
C 11.954 18.182 13.418
C 9.738 17.323 8.823
C 9.078 16.696 10.020
C 7.970 15.861 9.893
C 7.310 15.427 11.035
C 7.705 15.921 12.269
C 8.839 16.692 12.334
N 9.556 16.985 11.227
Si 10.238 15.971 7.596
C 8.729 15.305 6.524
C 11.558 16.303 6.323
C 10.810 14.494 8.615
Si 8.531 18.698 8.307
C 6.948 18.055 7.322
C 9.127 20.163 7.288
C 7.717 19.258 9.961
H 13.501 19.030 8.044
H 12.464 20.328 7.938
H 12.176 18.958 6.825
H 14.930 15.486 11.478
H 16.222 13.964 10.231
H 16.170 13.876 7.837
H 14.624 15.371 6.691
H 15.402 16.711 13.104
H 14.598 17.939 13.994
H 15.192 18.363 12.406
H 11.486 15.251 13.091
H 12.986 15.179 14.090
H 12.900 14.468 12.524
H 12.373 19.235 13.224
H 12.043 17.906 14.490
H 10.849 18.329 13.034
H 7.547 15.668 8.910
H 6.450 14.785 10.995
H 7.203 15.575 13.164
H 9.142 17.072 13.357
H 8.246 16.115 5.897
H 8.050 14.946 7.286
H 9.075 14.499 5.929
H 11.036 17.023 5.618
H 11.541 15.320 5.815
H 12.534 16.633 6.568
H 10.086 14.216 9.414
H 11.792 14.750 9.101
H 10.883 13.671 7.895
H 6.946 18.708 6.421
H 6.063 18.300 7.931
H 6.841 17.004 7.026
H 9.307 19.852 6.252
H 10.065 20.605 7.712
H 8.436 20.929 7.359
H 7.373 18.441 10.557
H 6.904 19.917 9.679
H 8.362 19.891 10.555
C 7.151 12.598 13.198
C 8.433 12.231 12.486
C 9.561 11.837 13.136
C 10.701 11.574 12.404
N 10.754 11.493 11.100
C 9.602 11.784 10.469
C 8.532 12.283 11.129
H 6.584 11.704 13.479
H 6.546 13.199 12.562
H 7.324 13.102 14.121
H 9.633 11.808 14.225
H 11.666 11.434 12.921
H 9.647 11.851 9.399
H 7.690 12.669 10.469
*
```

The calculation puts the lowest unoccupied orbital energy at 2.1835 eV. The calculation puts the orbital gap at 0.2090 Ha.

Results of the Löwdin charge analysis, in e, for atoms 1 through 8: number 1, Tl, carries 0.711; number 2, I, carries 0.913; number 3, C, carries -0.638; number 4, C, carries -0.208; number 5, C, carries -0.108; number 6, C, carries -0.071; number 7, C, carries -0.210; number 8, C, carries -0.076

=====

Below is a cluster of 6 separate species, C28H67F3N3O7PS in total in a non-equilibrium geometry, with properties calculated with the ωB97M-V functional and the def2-TZVPD basis.

ORCA input file:
```
! wB97M-V def2-TZVPD RIJCOSX def2/J DEFGRID3
* xyz 2 1
O 2.610 0.550 0.491
H 1.662 0.683 0.687
C 2.592 0.177 4.094
C 2.939 1.617 4.055
O 3.004 2.403 5.003
N 3.255 2.155 2.630
H 3.026 1.555 1.851
H 2.723 2.911 2.224
C 4.674 2.674 2.445
H 3.387 -0.504 3.787
H 1.830 -0.096 3.364
H 2.060 -0.100 5.004
H 5.306 1.790 2.524
H 4.851 3.376 3.260
H 4.744 3.140 1.462
C 1.252 -0.869 -1.948
C 2.348 -0.276 -2.809
O 2.427 -0.453 -4.034
N 3.319 0.698 -2.110
H 3.048 1.606 -2.458
H 3.127 0.668 -1.119
C 4.840 0.555 -2.333
H 1.656 -1.686 -1.349
H 0.385 -1.274 -2.469
H 1.018 -0.083 -1.230
H 5.232 1.564 -2.208
H 5.051 0.176 -3.333
H 5.298 -0.073 -1.569
C 2.199 -4.693 -0.394
N 3.192 -4.878 0.790
C 2.441 -4.815 2.136
C 3.709 -6.324 0.824
C 4.401 -3.974 0.737
C 4.163 -2.495 0.357
O 3.188 -1.995 1.251
H 2.778 -4.562 -1.308
H 1.499 -3.868 -0.264
H 1.563 -5.576 -0.457
H 2.023 -3.809 2.169
H 3.188 -4.975 2.915
H 1.635 -5.548 2.101
H 4.017 -6.358 -0.221
H 2.918 -7.072 0.880
H 4.542 -6.464 1.513
H 5.002 -4.435 -0.046
H 4.924 -4.110 1.683
H 3.736 -2.325 -0.632
H 5.047 -1.875 0.502
H 2.868 -1.123 1.008
C -6.059 -0.759 -3.997
C -6.017 0.440 -3.107
C -5.973 0.102 -1.610
C -4.697 -0.579 -1.157
P -3.358 0.549 -0.607
C -3.994 1.561 0.771
C -3.082 2.392 1.645
C -3.556 2.413 3.115
C -5.021 2.721 3.308
C -1.810 -0.406 -0.105
C -1.992 -1.086 1.284
C -0.803 -2.097 1.646
C -0.557 -2.129 3.164
C -2.877 1.728 -2.007
C -1.933 1.204 -3.080
C -1.478 2.301 -4.039
C -0.076 2.212 -4.747
H -6.374 -0.610 -5.030
H -6.780 -1.478 -3.608
H -5.082 -1.203 -4.190
H -6.887 1.048 -3.354
H -5.243 1.169 -3.347
H -6.630 -0.735 -1.376
H -6.192 0.938 -0.945
H -4.242 -1.211 -1.920
H -4.729 -1.342 -0.379
H -4.464 0.755 1.334
H -4.811 2.229 0.500
H -3.080 3.445 1.362
H -2.026 2.154 1.522
H -2.904 3.107 3.645
H -3.441 1.407 3.519
H -5.164 3.757 3.000
H -5.321 2.803 4.352
H -5.653 2.001 2.787
H -1.110 0.426 -0.182
H -1.537 -1.127 -0.876
H -2.978 -1.538 1.395
H -1.943 -0.280 2.016
H 0.173 -1.823 1.244
H -0.905 -3.103 1.240
H -1.419 -2.534 3.693
H -0.443 -1.140 3.609
H 0.236 -2.826 3.437
H -2.289 2.485 -1.489
H -3.807 2.187 -2.343
H -2.413 0.366 -3.586
H -1.025 0.872 -2.577
H -1.472 3.213 -3.442
H -2.230 2.417 -4.819
H 0.781 1.902 -4.150
H 0.232 3.148 -5.213
H -0.257 1.500 -5.553
C 0.234 4.018 -0.392
F 0.501 2.715 -0.619
F -0.163 4.619 -1.537
F -0.756 4.023 0.539
S 1.814 4.877 0.350
O 1.408 6.279 0.451
O 2.089 4.255 1.641
O 2.885 4.659 -0.643
*
```

The calculation puts the lowest unoccupied orbital energy at -4.9548 eV. The calculation puts the orbital gap at 0.2934 Ha.

Results of the Löwdin charge analysis, in e, for atoms 1 through 8: number 1, O, carries -0.360; number 2, H, carries -0.022; number 3, C, carries 0.013; number 4, C, carries -0.312; number 5, O, carries 0.150; number 6, N, carries 0.047; number 7, H, carries 0.052; number 8, H, carries 0.050

=====

Below is an isolated molecule of C6H8N2O in a non-equilibrium geometry, with properties calculated with the ωB97M-V functional and the def2-TZVPD basis.

ORCA input file:
```
! wB97M-V def2-TZVPD RIJCOSX def2/J DEFGRID3
* xyz 0 1
C 2.086 0.010 2.180
C 1.219 -0.243 1.192
C -1.336 0.386 -0.009
C 0.825 -0.876 0.010
C -2.188 1.174 -0.674
C 1.460 -1.986 -0.441
N -0.259 -0.289 -0.697
N 1.013 1.156 1.700
O -0.388 -0.198 -2.087
H -1.414 0.202 1.048
H -1.781 1.251 -1.703
H -2.855 1.706 -0.096
H 1.083 -2.509 -1.349
H 2.329 -2.425 -0.003
H 1.208 1.992 1.045
H 0.156 1.283 2.244
H -1.157 -0.634 -2.359
*
```

The calculation puts the lowest unoccupied orbital energy at 0.4956 eV. The calculation puts the orbital gap at 0.3122 Ha.

Results of the Löwdin charge analysis, in e, for atoms 1 through 8: number 1, C, carries 0.100; number 2, C, carries -0.317; number 3, C, carries -0.153; number 4, C, carries -0.301; number 5, C, carries 0.021; number 6, C, carries 0.087; number 7, N, carries -0.130; number 8, N, carries -0.006

=====

Below is the ion C4H9N2 with charge +1 in a non-equilibrium geometry, with properties calculated with the ωB97M-V functional and the def2-TZVPD basis.

ORCA input file:
```
! wB97M-V def2-TZVPD RIJCOSX def2/J DEFGRID3
* xyz 1 1
C -2.982 -0.665 0.135
C -0.808 0.117 -0.445
C -0.494 1.444 0.127
C 0.399 -0.722 -0.836
N -1.799 -0.539 0.050
N 1.269 -0.773 0.343
H -3.686 -0.905 0.948
H 0.522 1.862 0.021
H -0.762 1.549 1.231
H -1.371 2.069 -0.261
H 0.965 -0.190 -1.646
H 0.103 -1.700 -1.137
H 1.292 0.259 0.536
H 2.207 -1.045 0.070
H 0.931 -1.464 0.947
*
```

The calculation puts the lowest unoccupied orbital energy (spin up / spin down) at -3.6388 / -3.6388 eV. The calculation puts the orbital gap (spin up / spin down) at 0.2969 / 0.2969 Ha.

Results of the Löwdin charge analysis, in e, for atoms 1 through 8: number 1, C, carries 0.166; number 2, C, carries -0.360; number 3, C, carries -0.064; number 4, C, carries -0.120; number 5, N, carries -0.006; number 6, N, carries 0.202; number 7, H, carries 0.087; number 8, H, carries 0.090

=====

Below is a cluster of 2 separate species, C29H36N5 in total in a non-equilibrium geometry, with properties calculated with the ωB97M-V functional and the def2-TZVPD basis.

ORCA input file:
```
! wB97M-V def2-TZVPD RIJCOSX def2/J DEFGRID3
* xyz 1 1
C 6.449 -3.172 0.126
N 5.915 -2.594 -1.093
C 6.442 -3.182 -2.311
C 4.685 -1.921 -1.087
C 4.633 -0.501 -1.072
C 3.415 0.149 -1.032
C 2.188 -0.574 -1.004
C 0.937 0.114 -0.945
C -0.289 -0.528 -1.075
C -1.522 0.110 -1.006
C -2.770 -0.584 -1.059
C -3.998 0.138 -1.084
C -5.215 -0.511 -1.103
C -5.267 -1.930 -1.102
N -6.497 -2.599 -1.097
C -7.084 -3.122 -2.313
C -7.078 -3.107 0.129
C -4.060 -2.666 -1.096
C -2.844 -2.010 -1.077
C 2.263 -2.000 -1.042
C 3.479 -2.656 -1.079
H 5.883 -2.798 0.987
H 6.396 -4.272 0.103
H 7.504 -2.887 0.238
H 5.874 -2.813 -3.173
H 7.498 -2.899 -2.428
H 6.389 -4.281 -2.279
H 5.577 0.048 -1.086
H 3.370 1.241 -1.021
H 0.943 1.200 -0.824
H -0.284 -1.601 -1.270
H -1.531 1.199 -0.914
H -3.954 1.230 -1.084
H -6.158 0.041 -1.113
H -6.500 -2.782 -3.176
H -7.108 -4.223 -2.297
H -8.119 -2.764 -2.414
H -6.489 -2.757 0.985
H -8.112 -2.747 0.232
H -7.102 -4.209 0.128
H -4.108 -3.759 -1.100
H -1.932 -2.608 -1.064
H 1.354 -2.601 -1.028
H 3.525 -3.749 -1.095
C -0.461 5.166 -2.140
C -1.451 5.050 -1.154
C -1.109 4.633 0.137
C 0.221 4.331 0.446
C 0.591 3.882 1.846
N 0.515 2.439 1.974
C 0.779 1.967 3.155
N 0.726 0.630 3.448
C 1.131 0.333 4.798
C 1.407 1.713 5.399
N 1.138 2.611 4.303
C 1.209 4.433 -0.538
C 0.869 4.850 -1.831
H -0.724 5.508 -3.143
H -2.491 5.291 -1.381
H -1.867 4.533 0.919
H 1.621 4.238 2.045
H -0.099 4.392 2.548
H 0.551 -0.038 2.705
H 0.333 -0.172 5.354
H 2.037 -0.284 4.801
H 0.741 1.915 6.243
H 2.449 1.796 5.724
H 1.298 3.610 4.323
H 2.240 4.179 -0.278
H 1.650 4.931 -2.589
*
```

The calculation puts the lowest unoccupied orbital energy at -5.1220 eV. The calculation puts the orbital gap at 0.1938 Ha.

Results of the Löwdin charge analysis, in e, for atoms 1 through 8: number 1, C, carries -0.068; number 2, N, carries -0.251; number 3, C, carries -0.068; number 4, C, carries -0.224; number 5, C, carries 0.026; number 6, C, carries 0.007; number 7, C, carries -0.197; number 8, C, carries 0.059

=====

We obtain electronic energy values of -27595.3358 -40081.9233 -87668.4025 -77185.4479 -11371.5553 -7263.5760 -38099.6615 eV for the records listed above, in that order.